Entry 1:
13
Properties=species:S:1:pos:R:3:forces:R:3 method="wB97M-V/def2-TZVPD" lumo_energy_ev="-0.761 / 0.065" homo_energy_ev="-7.2 / -9.2" spin_multiplicity=1 e_above_lowest_kcal_mol=80.2 orbital_gap_ev="6.4 / 9.2"
C 1.536357 -0.144276 0.691249 1.8 0.8 0.5
C 0.759696 -0.799976 -0.163201 -0.1 -0.5 -3.3
C -0.485683 -1.269959 0.210957 0.6 2.1 0.7
C -0.828106 1.519534 -0.187880 1.5 -0.4 0.1
O -1.412069 -1.969371 -0.340137 -1.8 -1.2 -3.6
F 0.149617 1.947703 0.657098 -0.8 0.1 0.0
F -1.889046 2.270043 -0.011097 -0.6 0.3 0.0
F -0.311491 1.730607 -1.417583 -0.5 -0.1 -0.2
H 2.400924 0.359238 0.253252 -0.1 -0.1 0.5
H 1.293839 0.047214 1.734192 0.1 -0.3 -0.2
H 1.015422 -0.756547 -1.270302 -0.2 -0.4 1.4
H -0.751306 -1.046479 1.187767 -0.3 0.0 2.1
H -1.478155 -1.887731 -1.344313 0.5 -0.3 1.8

Entry 2:
13
Properties=species:S:1:pos:R:3:forces:R:3 method="wB97M-V/def2-TZVPD" lumo_energy_ev=0.665 homo_energy_ev=-8.9 spin_multiplicity=1 e_above_lowest_kcal_mol=50.2 orbital_gap_ev=9.6 smiles=Cn1cc(S)c(F)n1
C 1.702908 0.080533 -1.414888 1.0 -1.9 0.1
C -0.800091 -0.024786 -0.435034 -0.4 1.4 -5.1
C -1.212880 -0.019844 0.837718 -1.0 0.1 2.2
C -0.022785 -0.242727 1.498079 1.1 -2.7 1.6
H 2.446089 0.851914 -1.028063 -1.6 -0.6 -0.4
H 2.350721 -0.927026 -1.362343 -1.5 2.2 -0.8
H 1.244027 0.337638 -2.387178 0.8 -0.3 0.3
H -1.423200 0.155622 -1.389552 1.3 -0.3 1.7
H -3.159904 1.023846 0.833145 -0.2 -0.7 1.3
N 0.590589 -0.210808 -0.499791 -1.4 0.4 0.6
N 0.998484 -0.469322 0.724494 1.1 0.5 1.8
F 0.000817 -0.730023 2.770093 0.2 1.0 -0.5
S -2.714773 0.174983 1.853320 0.5 0.9 -2.9

Entry 3:
13
Properties=species:S:1:pos:R:3:forces:R:3 method="wB97M-V/def2-TZVPD" lumo_energy_ev=0.512 homo_energy_ev=-8.3 spin_multiplicity=1 e_above_lowest_kcal_mol=52.2 orbital_gap_ev=8.8 smiles=Cc1nc(S)[nH]c1F
C -0.685942 -0.730823 2.060971 0.2 -1.4 -2.9
C -0.233090 -0.100775 0.662143 0.1 1.0 -2.2
C 0.523125 -0.226768 -1.491665 -1.3 2.1 0.6
C -0.361370 1.219470 0.044681 1.2 -5.8 3.1
H -1.548643 -1.457485 2.003283 0.6 0.9 -0.7
H -1.002525 -0.008777 2.755247 0.1 1.1 0.9
H 0.093347 -1.404865 2.425800 0.3 0.6 0.2
H 2.303122 -0.730454 -2.703709 -2.5 -1.2 -1.2
H 0.096316 2.003568 -1.820007 0.4 -3.0 1.6
N 0.356174 -0.866445 -0.425812 -2.0 -2.2 5.2
N 0.145935 1.098926 -1.175676 0.1 4.1 -5.3
F -0.561566 2.363176 0.619944 -0.6 1.4 0.0
S 0.875117 -1.158749 -2.955202 3.3 2.3 0.7

Entry 4:
11
Properties=species:S:1:pos:R:3:forces:R:3 method="wB97M-V/def2-TZVPD" lumo_energy_ev=0.351 homo_energy_ev=-10.1 spin_multiplicity=1 e_above_lowest_kcal_mol=12.5 orbital_gap_ev=10.4 smiles="C=C(F)C(C)=O"
C -0.584538 -0.639280 -1.251840 1.8 0.5 -0.5
C 0.121872 0.609185 -0.739318 0.5 -1.0 0.0
C 0.108933 0.747282 0.780166 1.5 -2.9 0.5
C 0.446058 -0.257813 1.643566 -0.2 2.4 -1.0
H -1.579841 -0.225943 -1.219700 -0.9 -0.7 -0.4
H -0.433762 -1.501665 -0.590839 -0.4 0.3 -0.2
H -0.168667 -0.845772 -2.272549 -0.9 0.2 0.8
H 0.946279 -1.088105 1.250759 -0.1 -1.5 -0.9
H 0.588553 -0.184802 2.711613 -0.3 0.6 0.0
O 0.625159 1.422110 -1.474818 -0.3 0.1 0.6
F -0.070045 1.964804 1.162960 -0.8 2.0 0.9

Entry 5:
11
Properties=species:S:1:pos:R:3:forces:R:3 method="wB97M-V/def2-TZVPD" lumo_energy_ev=0.655 homo_energy_ev=-9.8 spin_multiplicity=1 e_above_lowest_kcal_mol=5.8 orbital_gap_ev=10.5 smiles="O=C1CC[C@H]1F"
C -0.913076 -0.455401 0.258307 0.0 0.9 1.1
C -0.352034 0.884180 -0.312684 -0.9 0.4 -0.3
C 1.060570 0.344132 0.003274 0.0 -0.4 -0.8
C 0.423099 -1.047507 -0.015603 0.7 -0.6 -0.2
H -0.913492 -0.396972 1.382523 -0.4 0.2 -0.8
H -0.681818 1.792883 0.190687 0.1 -0.1 0.1
H -0.589486 1.022216 -1.396823 0.5 -0.4 0.8
H 1.857772 0.507316 -0.731680 -0.1 0.0 0.5
H 1.350636 0.518982 1.031457 0.4 0.4 0.1
O 0.811995 -2.152687 -0.222131 0.2 -0.3 -0.2
F -2.054169 -1.017145 -0.187323 -0.3 -0.1 -0.2

Entry 6:
15
Properties=species:S:1:pos:R:3:forces:R:3 method="wB97M-V/def2-TZVPD" lumo_energy_ev="-4.278 / -6.126" homo_energy_ev="-13.1 / -11.4" spin_multiplicity=5 total_charge=+1 orbital_gap_ev="8.8 / 5.3"
O -1.156190 -1.093862 1.262161 1.9 0.6 -1.6
C -2.283121 -0.757036 0.683840 -0.7 1.4 1.9
C 0.080827 -0.103527 0.431473 -2.6 -1.7 0.4
O -3.325961 -0.980414 1.319288 -0.2 0.0 -1.6
O -2.174343 0.023493 -0.338306 0.0 0.2 -1.2
C -0.797870 0.122772 -0.803168 -0.1 -0.1 0.2
Fe -2.298394 -2.105833 2.576133 -0.1 -1.2 1.7
H 0.753421 -0.959213 0.318541 0.3 1.1 0.6
H 0.031852 0.721728 1.149464 0.8 -0.7 -0.1
H -0.643000 -0.648538 -1.563757 0.0 0.2 0.1
H -0.683083 1.122267 -1.227343 0.0 -0.2 0.1
O 3.575580 1.659232 -1.217794 0.0 -2.7 0.2
C 2.798942 0.627645 -0.752064 -3.2 6.0 1.1
O 1.739019 1.095968 -0.260994 3.4 -3.0 -1.6
H 4.382321 1.275319 -1.577473 0.5 0.1 -0.2

Entry 7:
12
Properties=species:S:1:pos:R:3:forces:R:3 method="wB97M-V/def2-TZVPD" lumo_energy_ev="-10.146 / -10.635" homo_energy_ev="-16.9 / -16.8" spin_multiplicity=8 e_above_lowest_kcal_mol=23.2 total_charge=+2 orbital_gap_ev="6.7 / 6.2"
H 0.041271 -0.234659 2.151653 -0.2 0.1 -0.1
O 0.837451 -0.768876 2.216467 0.9 -0.8 -0.2
C 0.958495 -1.559277 1.053057 -1.4 0.5 -0.8
C 2.172199 -2.391890 1.120443 2.6 -0.5 2.5
C 3.266128 -2.779238 1.682780 -2.9 0.1 -1.5
H 1.012628 -0.933465 0.144541 0.1 -0.2 0.1
H 0.089125 -2.228452 0.927885 0.3 0.1 0.0
H 3.961422 -2.769300 2.515136 0.2 -0.3 -0.4
C 2.851213 -3.729389 0.402105 -1.6 -0.3 -0.4
O 2.134541 -4.877149 0.467860 2.6 0.4 -0.3
Gd 2.885438 -6.974043 -0.274787 -0.8 1.4 0.6
H 3.249586 -3.421588 -0.581954 0.1 -0.6 0.5

Entry 8:
11
Properties=species:S:1:pos:R:3:forces:R:3 method="wB97M-V/def2-TZVPD" lumo_energy_ev="-5.075 / -7.403" homo_energy_ev="-12.9 / -15.1" spin_multiplicity=3 e_above_lowest_kcal_mol=44.0 total_charge=+1 orbital_gap_ev="7.8 / 7.7"
C -2.061989 0.557007 -0.685917 -1.0 -0.7 0.4
C -0.985684 -0.133596 -0.247571 2.6 -1.4 -4.4
C 0.197612 0.299111 0.335911 0.5 -2.1 1.7
C 1.278253 -0.585466 -0.128056 2.7 4.1 2.7
O 2.230938 -0.879300 0.658232 -0.9 -1.0 -2.1
Hg 2.961669 -0.018260 2.471563 0.2 0.3 0.9
H -2.170460 1.624371 -0.481412 0.0 -0.4 0.3
H -2.878635 0.048355 -1.200305 0.4 0.3 -0.1
H 0.192190 0.576176 1.394450 0.3 0.7 -0.3
H -0.336919 -1.072134 -0.931812 -4.2 1.7 1.0
H 1.573027 -0.416263 -1.185079 -0.6 -1.5 -0.1

Entry 9:
12
Properties=species:S:1:pos:R:3:forces:R:3 method="wB97M-V/def2-TZVPD" lumo_energy_ev="-5.223 / -7.290" homo_energy_ev="-13.8 / -12.5" spin_multiplicity=1 e_above_lowest_kcal_mol=40.7 total_charge=+1 orbital_gap_ev="8.5 / 5.2"
O 2.730366 -1.667353 1.581526 1.1 1.9 -1.7
C 1.685634 -0.821367 1.572624 0.5 -2.9 -3.1
C 1.835932 0.292917 0.789758 -2.7 3.3 0.1
C 0.697976 0.945649 0.119938 2.4 0.8 2.4
C -0.238782 0.278906 -0.585289 -2.5 -1.0 -1.3
O -1.294291 0.803880 -1.186785 8.1 -11.4 2.0
Hg -2.179272 2.281617 -1.343858 -6.4 10.7 -1.1
H 0.723879 -1.342633 1.631246 0.1 0.3 1.1
H 2.692305 0.935222 1.032978 0.0 -0.3 -0.5
H 0.560410 2.020715 0.283004 0.5 -0.2 -0.6
H -0.154366 -0.814580 -0.683727 -0.1 0.3 -0.2
H 3.303678 -1.275204 0.778732 -0.9 -1.6 3.0

Entry 10:
13
Properties=species:S:1:pos:R:3:forces:R:3 method="wB97M-V/def2-TZVPD" lumo_energy_ev="-0.313 / -0.700" homo_energy_ev="-8.2 / -9.0" spin_multiplicity=1 e_above_lowest_kcal_mol=95.3 orbital_gap_ev="7.9 / 8.3"
C 0.184023 -0.129681 2.772522 0.3 2.1 1.3
C 0.580990 -0.597537 1.647272 -0.2 1.2 -1.4
C -0.018617 -0.323551 -2.601651 -0.6 -1.3 0.7
C 0.157154 0.948813 -0.535510 2.1 -1.0 -0.1
N -0.526116 0.103294 -1.402802 0.2 1.3 1.0
O 1.052961 -0.152806 -3.089729 -0.8 0.4 0.2
I -1.548276 -1.769041 -3.294163 0.4 0.2 -0.4
I -0.770573 2.517264 0.463676 0.1 -0.2 -0.4
H 0.054011 -0.789291 3.631332 -0.1 0.2 0.0
H 0.169454 0.990536 2.944770 -0.5 -1.3 -0.1
H 0.817936 -1.568780 1.367445 0.3 -1.6 -0.8
H 1.182944 1.048009 -0.949196 -0.6 0.7 0.9
H -1.335893 -0.277228 -0.953965 -0.6 -0.5 -0.9

Entry 11:
11
Properties=species:S:1:pos:R:3:forces:R:3 method="wB97M-V/def2-TZVPD" lumo_energy_ev=-6.860 homo_energy_ev=-14.3 spin_multiplicity=1 e_above_lowest_kcal_mol=59.7 total_charge=+1 orbital_gap_ev=7.4
C -1.591157 0.001952 -1.724629 -1.0 -0.1 -1.0
C 0.798302 -0.072294 0.629998 1.8 0.5 -2.2
C 0.664045 0.156283 -0.914012 -0.3 1.9 1.9
C -0.644699 -0.302341 0.694152 -2.3 -2.0 2.8
N -0.872436 -0.147862 -0.775898 0.3 -1.0 0.8
I -2.032179 0.964397 1.914366 1.2 -0.9 -1.0
H 1.430768 -0.914809 0.885307 -0.1 -0.1 0.2
H 1.152739 0.812361 1.072199 0.5 1.0 0.7
H 0.600084 1.186066 -1.170932 0.4 1.0 0.1
H 1.194728 -0.292187 -1.678761 0.7 -1.9 -1.2
H -0.700195 -1.391565 1.068211 -1.2 1.6 -1.1

Entry 12:
12
Properties=species:S:1:pos:R:3:forces:R:3 method="wB97M-V/def2-TZVPD" lumo_energy_ev=0.393 homo_energy_ev=-7.8 spin_multiplicity=1 e_above_lowest_kcal_mol=118.0 orbital_gap_ev=8.2 smiles="CC1=CN1/C=N/I"
C 0.777612 1.583930 -0.243390 -0.9 -1.2 0.0
C 2.469526 -0.255372 -0.313887 -0.7 -3.6 0.4
C -0.135027 0.657499 -0.165241 1.5 1.6 0.9
C -1.419444 0.105706 0.312132 -0.5 -2.0 -3.4
N 1.284062 0.318319 -0.718871 -0.9 -0.1 -1.0
N 3.460152 0.488530 -0.131932 0.2 1.6 0.3
I 5.376252 -0.007060 0.097789 0.1 -0.6 0.0
H 1.199566 2.550615 -0.093798 0.0 0.3 0.0
H 2.453409 -1.458283 -0.318880 0.1 2.6 0.0
H -1.964317 0.670085 1.049354 0.5 -0.3 1.0
H -2.199608 0.067922 -0.528907 1.2 0.5 0.5
H -1.242710 -1.009064 0.303004 -0.4 1.0 1.5

Entry 13:
12
Properties=species:S:1:pos:R:3:forces:R:3 method="wB97M-V/def2-TZVPD" lumo_energy_ev=0.098 homo_energy_ev=-8.2 spin_multiplicity=1 e_above_lowest_kcal_mol=64.7 orbital_gap_ev=8.3 smiles="CC(I)=C=N.C#N"
C -0.467423 0.895660 -1.367725 0.5 1.4 1.2
C -2.472871 -0.650760 0.971942 -3.5 1.2 5.3
C 1.441242 0.371326 0.095740 1.4 1.4 0.8
C 0.212850 1.080058 -0.262189 -1.0 1.1 -1.2
N -1.083926 1.003023 -2.402601 -1.6 -0.8 -0.9
N -1.864928 -0.890288 0.068468 2.0 -1.3 -3.4
I -0.636042 2.483280 1.097391 0.3 -0.4 -0.5
H -3.091489 -0.430490 1.892560 1.2 -0.4 -1.7
H -1.962535 0.432751 -2.454007 1.0 0.3 0.0
H 2.422164 1.038240 -0.148268 -2.2 -1.7 0.7
H 1.254140 0.336273 1.227239 1.4 -1.2 -1.4
H 1.409066 -0.537178 -0.553984 0.6 0.2 1.3

Entry 14:
13
Properties=species:S:1:pos:R:3:forces:R:3 method="wB97M-V/def2-TZVPD" lumo_energy_ev="-2.644 / -0.490" homo_energy_ev="-9.2 / -9.5" spin_multiplicity=1 e_above_lowest_kcal_mol=76.1 orbital_gap_ev="6.5 / 9.0"
C -1.536965 -1.688579 0.544645 -0.1 0.7 -0.1
C -1.354533 0.704115 1.315073 0.6 2.4 0.3
C 0.625622 -0.329371 -1.515544 -0.7 -0.1 1.1
C -1.995656 -0.370727 0.585483 -2.1 -0.2 -0.8
N -1.063089 -2.738268 0.487838 0.1 -0.6 0.0
N -0.149741 0.394696 1.904999 0.9 -0.4 1.3
O -1.844879 1.847117 1.360266 0.6 -2.1 0.3
I -3.944110 0.063296 -0.176441 1.4 -0.4 0.4
H 0.543717 -0.651576 -0.436523 0.6 0.4 -1.7
H -0.352080 -0.277443 -2.030325 1.0 0.0 0.1
H 1.553126 0.084800 -1.934450 -0.7 -0.3 0.3
H 0.397699 -0.474692 1.625369 -1.3 1.8 1.0
H 0.086209 0.942459 2.797821 -0.2 -1.2 -2.3

Entry 15:
11
Properties=species:S:1:pos:R:3:forces:R:3 method="wB97M-V/def2-TZVPD" lumo_energy_ev="-1.379 / -3.324" homo_energy_ev="-10.3 / -9.1" spin_multiplicity=1 e_above_lowest_kcal_mol=73.6 orbital_gap_ev="8.9 / 5.8"
C 0.184341 -1.592493 1.271472 -2.2 0.0 -0.3
C 0.111000 -0.408889 0.761963 -0.6 0.5 0.7
C 0.422127 0.919122 0.314717 0.9 0.5 0.0
C 0.265024 1.039590 -1.213059 1.3 -0.1 2.1
O 0.994983 1.757369 1.045775 -1.5 -1.5 -1.3
I -3.296054 -0.529119 -0.545882 0.3 0.0 0.2
H -0.700577 -2.238474 1.447192 0.4 0.6 -0.2
H 1.066668 -2.040635 1.585654 1.9 -0.6 0.4
H 0.986994 0.306126 -1.506877 0.6 -0.5 -0.8
H 0.607852 1.987997 -1.487104 0.4 1.5 -0.6
H -0.642356 0.799411 -1.673847 -1.5 -0.3 -0.2

Entry 16:
18
Properties=species:S:1:pos:R:3:forces:R:3 method="wB97M-V/def2-TZVPD" lumo_energy_ev=0.284 homo_energy_ev=-2.7 spin_multiplicity=1 e_above_lowest_kcal_mol=38.4 total_charge=-1 orbital_gap_ev=3.0
O 4.197584 1.002679 0.896658 1.0 0.0 0.6
C 3.198152 0.851246 0.147403 0.5 1.3 -0.7
O 3.070535 1.456390 -0.946924 -0.1 0.0 -0.4
O 2.230525 0.045699 0.599651 0.3 -0.2 0.3
C 1.025209 -0.054192 -0.155624 0.0 0.1 -0.3
O -1.219650 -0.659466 0.086475 0.6 -0.4 -1.0
C -3.418014 -0.595037 -0.160625 -3.7 0.0 -5.3
C 0.025424 -0.923865 0.594893 -0.8 0.8 0.2
O -3.446834 -1.656776 -0.887660 0.8 -0.5 1.9
O -3.343130 0.489029 -0.861200 0.8 0.6 1.9
K 6.049801 3.124676 -0.307039 -1.2 -1.0 0.2
Li -2.072943 -0.632304 -1.911392 -0.3 0.0 1.9
H 1.247488 -0.500262 -1.136801 0.0 0.0 0.1
H 0.600511 0.941455 -0.352547 0.1 -0.3 0.3
H 0.370140 -1.977309 0.526958 -0.1 -0.1 0.0
H 0.031596 -0.660283 1.674554 0.5 0.0 -0.1
O -4.215747 -0.587387 0.971179 1.2 -0.2 0.4
H -4.330649 0.335706 1.222042 0.3 0.1 -0.2

Entry 17:
18
Properties=species:S:1:pos:R:3:forces:R:3 method="wB97M-V/def2-TZVPD" lumo_energy_ev="-3.204 / -0.737" homo_energy_ev="-6.4 / -10.0" spin_multiplicity=1 orbital_gap_ev="3.2 / 9.3"
O -3.428668 2.721291 0.013756 0.3 0.0 0.3
C -2.823853 1.669411 -0.360108 -0.8 0.4 -0.3
O -3.400062 0.879197 -1.170089 0.3 -0.5 -0.1
O -1.623674 1.443459 0.099148 0.7 0.0 0.3
C -0.916905 0.285445 -0.377288 -0.2 -0.3 -0.3
O 1.003528 -0.974635 -0.033271 2.6 -1.1 -0.2
C 2.520404 -1.353865 0.441828 -2.8 -0.1 2.5
C 0.423735 0.231179 0.328638 -0.2 0.8 1.1
O 3.311438 -0.399736 -0.015067 0.3 -0.9 -0.7
O 2.716458 -2.540269 -0.118068 0.9 1.2 -0.7
Mg -4.996988 2.092410 -1.072132 -0.3 0.1 -0.1
Li 3.367970 -1.498340 -1.547776 -0.2 -0.1 -0.2
H -0.776489 0.369301 -1.462888 -0.1 0.0 0.2
H -1.504296 -0.619277 -0.176441 0.2 0.2 0.0
H 1.005120 1.129671 0.053487 0.0 -0.4 0.0
H 0.288118 0.267686 1.425389 -0.1 0.1 -0.3
O 2.576220 -1.412697 1.869340 -0.4 0.5 -1.5
H 2.257939 -2.290227 2.101540 -0.1 -0.1 0.0

Entry 18:
13
Properties=species:S:1:pos:R:3:forces:R:3 method="wB97M-V/def2-TZVPD" lumo_energy_ev="-9.290 / -9.078" homo_energy_ev="-15.1 / -15.1" spin_multiplicity=7 e_above_lowest_kcal_mol=44.2 total_charge=+2 orbital_gap_ev="5.8 / 6.1"
H -1.478390 0.286394 1.530257 0.7 0.7 -2.1
C -0.977282 0.421250 0.454658 -3.2 -0.9 1.3
C -0.594762 -0.966782 -0.062479 -0.7 -0.6 0.0
C 0.932072 -1.006041 -0.033731 0.0 0.7 -1.1
C 1.289937 0.468188 -0.069775 -2.7 1.0 4.5
O 0.256453 1.124955 0.753391 5.6 -1.7 -3.9
O -1.618110 1.155304 -0.457802 0.4 0.2 0.8
Li -2.000055 2.767680 -0.982303 -0.3 -0.5 0.2
Sm 3.575782 1.670793 -0.603843 -0.3 -0.1 0.1
H -0.962245 -1.098625 -1.091600 0.1 0.2 0.4
H -1.067335 -1.751411 0.544321 0.4 0.2 -0.1
H 1.357509 -1.575894 -0.873510 0.0 0.2 0.2
H 1.286420 -1.495812 0.892415 0.1 0.6 -0.1

Entry 19:
13
Properties=species:S:1:pos:R:3:forces:R:3 method="wB97M-V/def2-TZVPD" lumo_energy_ev="-0.794 / -0.795" homo_energy_ev="-6.9 / -6.9" spin_multiplicity=1 e_above_lowest_kcal_mol=0.0 orbital_gap_ev="6.2 / 6.1"
C -0.128237 1.029743 0.355329 -2.0 1.4 0.6
O -1.253237 0.544422 0.556400 0.1 -1.0 0.3
Li -1.116091 -0.723166 -0.941108 0.3 0.7 0.5
O 0.098037 0.886570 -1.023460 0.7 -0.7 -1.4
C 1.175328 1.594917 -1.612115 0.4 0.3 -0.1
H 0.732925 2.393106 -2.219190 0.3 -0.2 -0.1
H 1.850297 2.061232 -0.884385 -0.5 -0.2 0.3
H 1.805350 0.920893 -2.206019 -0.4 0.1 -0.1
C 0.787095 -2.377967 0.491007 0.4 -1.1 -1.8
C 1.604045 -1.336541 0.640385 -3.4 6.6 3.6
O 1.538239 -0.141429 1.041055 3.5 -6.2 -2.2
H 0.064906 -2.620026 1.276200 0.4 0.3 -0.2
H 0.936961 -3.042631 -0.362208 0.1 -0.2 0.6

no.,electronic energy (a.u.)
1,-530.093052
2,-762.909034
3,-762.905925
4,-330.467799
5,-330.478431
6,-1794.903922
7,-1070.735686
8,-383.594290
9,-458.829550
10,-880.634233
11,-507.414235
12,-562.427377
13,-562.512215
14,-637.724198
15,-528.206246
16,-1289.650044
17,-889.724310
18,-970.684605
19,-388.533126